# 1
98
Properties=species:S:1:pos:R:3:forces:R:3 method="wB97M-V/def2-TZVPD" s2=0.75 charge=-1 e_homo_ev="0.120 / -6.614" spin_multiplicity=2
C 1.444920 3.807534 1.831424 -0.1992 -0.1024 0.1546
S 1.573848 5.039416 0.413172 1.7148 0.1706 0.9504
O 3.056380 5.390292 0.190260 -2.1504 -0.5513 0.2431
C 0.904985 6.514542 1.300749 0.4838 -0.9395 -0.8377
H 0.597070 4.007005 2.486744 -0.1648 0.4707 -0.2309
H 2.323974 3.730199 2.471256 0.3472 0.5802 -0.3925
H 1.261795 2.791087 1.482990 0.0872 0.0964 -0.5983
H 1.076965 7.268625 0.532715 -0.1607 0.2389 0.2674
H 1.551294 6.676997 2.163302 -0.2341 0.0515 0.0246
H -0.157993 6.364008 1.489204 0.1639 0.0612 0.1232
C -2.423059 -3.995510 4.765314 1.2352 -0.0518 -1.0156
S -2.405182 -2.315214 5.465129 0.5465 1.7928 -0.5016
O -0.977515 -1.741937 5.545251 -1.7704 -1.4681 -0.2876
C -3.144726 -1.425338 4.000690 -0.1014 -0.5494 0.0473
H -3.373845 -4.444818 4.478549 -0.3072 0.5177 0.4804
H -1.849847 -4.688267 5.381431 -0.2161 0.2353 0.4343
H -1.849677 -3.939047 3.840024 0.0675 0.0742 -0.1978
H -3.300272 -0.362109 4.183561 0.2527 -0.1286 0.4872
H -4.112748 -1.837133 3.715285 -0.0869 -0.2451 0.3293
H -2.512292 -1.520242 3.118014 0.3912 -0.1636 0.2316
C 0.478866 0.142408 -0.222042 1.1392 0.4843 -0.2544
S -0.828125 -0.454273 0.880870 -1.5860 -0.8802 -3.4881
O -2.127036 -0.346331 0.003679 2.0088 0.0603 1.9680
C -0.386640 -2.240320 0.683084 0.1959 0.6063 -0.2484
H 0.437375 -0.127467 -1.277292 -0.7933 -0.7197 0.1670
H 1.451690 -0.205068 0.125768 0.0112 -0.1667 0.3390
H 0.561776 1.224504 -0.323513 -0.5551 0.2158 0.6726
H -1.126568 -2.835278 1.218466 0.3291 0.0310 0.3288
H 0.666514 -2.368585 0.933106 -0.1081 -0.1799 0.7089
H -0.423586 -2.557797 -0.358999 -0.3835 0.4737 -0.2595
C 0.323509 0.225578 -5.157798 -1.0834 0.3550 -0.0930
S -1.118004 0.805852 -4.062755 0.8820 0.4573 -0.2923
O -0.516191 1.649386 -2.965266 -0.3918 -0.2177 -0.7639
C -2.035172 1.890772 -5.252730 0.6733 0.0729 -0.3787
H 1.032117 0.962114 -5.536592 -0.2877 0.4475 0.5742
H -0.118469 -0.226078 -6.045920 -0.1907 -0.3499 0.1629
H 0.860660 -0.515420 -4.565776 -0.1878 0.0274 0.0298
H -2.912899 2.422790 -4.885788 0.0919 -0.4757 0.7847
H -2.389768 1.255496 -6.064390 0.1650 -0.1528 -0.0252
H -1.385075 2.670029 -5.650521 0.3033 -0.1539 -0.0418
C -3.458045 -4.958007 -3.224527 0.7938 0.0156 0.0942
S -2.444255 -3.886634 -2.076174 0.4872 0.7469 -0.6935
O -0.946199 -4.136592 -2.283845 -1.5108 -0.0891 -0.0724
C -2.687844 -2.164906 -2.689885 -0.6632 -0.1815 -0.5116
H -3.251968 -4.873777 -4.291548 0.2011 0.4916 0.0847
H -4.532485 -4.893402 -3.052783 0.0871 0.4859 0.2958
H -3.161447 -5.968911 -2.944877 0.1239 -0.0539 0.2397
H -2.176108 -1.444446 -2.051793 0.2931 -0.4265 0.2458
H -3.733543 -1.857703 -2.674652 -0.3610 -0.4101 0.3884
H -2.426541 -1.992736 -3.734000 0.4969 -0.5410 0.0046
C 3.882918 -2.997893 4.368731 0.5563 0.3858 -0.2581
S 2.807207 -3.094503 2.912162 0.2971 -2.2585 0.0789
O 3.106561 -4.450758 2.246757 -0.4306 2.0260 0.9237
C 1.374930 -3.306573 3.989033 -0.6362 0.6810 -0.5974
H 4.880623 -2.669878 4.077041 0.0493 -0.3267 -0.1408
H 3.892523 -3.995524 4.807738 0.0837 0.0946 0.0207
H 3.518715 -2.243687 5.066329 -0.2369 -0.1348 -0.0196
H 1.231865 -2.362513 4.514770 0.0545 -0.0113 0.1618
H 1.443054 -4.129541 4.700489 0.2036 -0.0686 -0.2712
H 0.497992 -3.376076 3.345412 0.0204 -0.3762 0.0440
C -2.880048 4.242226 -2.229788 0.5500 -0.2277 -0.4144
S -1.826722 3.707576 -0.846526 -0.8765 0.7559 1.1009
O -1.544436 4.974052 -0.026852 -0.5660 -1.5033 -0.6023
C -3.147513 2.663795 -0.056718 -0.3288 0.1337 0.3518
H -3.413459 5.175686 -2.050257 0.1201 -0.1297 0.4273
H -3.567886 3.442825 -2.505354 0.0635 0.0507 0.0272
H -2.161666 4.387185 -3.036640 -0.1782 0.1188 -0.1826
H -2.791802 2.066428 0.782758 0.4179 0.2539 -0.1357
H -3.589122 1.952592 -0.754758 0.6250 -0.0512 -0.4276
H -4.020964 3.209535 0.300180 0.2907 0.6903 0.0406
C 6.238261 1.804570 -0.180264 0.0711 1.4080 0.5365
S 5.524399 2.102862 1.490790 -0.0821 0.1010 0.0792
O 4.867404 3.462059 1.500842 0.4897 -1.5348 -0.3386
C 4.288706 0.788155 1.315968 -0.0452 0.4033 0.0204
H 6.537328 0.784977 -0.423342 -0.3376 0.0464 0.2181
H 7.106167 2.463921 -0.170444 0.2076 -0.1666 -0.1557
H 5.534847 2.278465 -0.864905 -0.1301 -0.4152 -0.2000
H 3.778600 0.917390 0.361405 -0.1172 -0.1117 0.0790
H 3.586434 0.837474 2.148118 0.0396 0.0471 -0.0412
H 4.825219 -0.160392 1.338523 -0.0572 -0.0161 -0.0778
C 1.931367 -4.351742 -1.552331 0.7482 1.8936 -0.2003
C 2.707857 -3.118915 -1.033944 -1.1641 -2.7244 -0.3287
N 3.240877 -2.192369 -0.625923 0.2393 0.5899 0.0971
H 1.186964 -4.736184 -0.855084 0.2363 0.3421 0.1004
H 2.556597 -5.164583 -1.921754 0.3507 0.2868 0.3622
H 1.414615 -3.937564 -2.418081 -0.3469 -0.2986 0.0501
C -4.868864 -0.701533 0.856553 0.0417 -0.3015 1.6857
C -5.009693 0.452685 1.813623 -0.2806 1.7984 -0.2733
N -5.140649 1.367667 2.535566 0.3647 -2.2980 -1.5084
H -4.615073 -0.628789 -0.200989 -0.2535 1.1151 0.1726
H -5.761809 -1.315693 0.972964 0.0151 -0.0391 -0.0549
H -4.012455 -1.240656 1.261548 -0.1176 -0.3429 -0.0729
C 2.828639 2.966465 -2.231129 -0.3793 -0.5244 -0.9377
C 2.954809 2.402849 -3.587957 -0.2102 0.4173 0.1976
N 3.020687 1.976839 -4.651658 0.1750 -0.0252 -0.0265
H 3.397483 3.892979 -2.153044 0.1793 -0.2961 0.4037
H 3.102961 2.146018 -1.568014 0.2689 0.4809 0.3864
H 1.774935 3.192803 -2.068115 -0.0638 -0.0006 0.0217



# 2
21
Properties=species:S:1:pos:R:3:forces:R:3 method="wB97M-V/def2-TZVPD" e_homo_ev="-9.152 / -7.721" spin_multiplicity=1 relative_energy_kcal_mol=89.3
C -2.721266 0.971163 2.937161 0.7135 1.2046 1.7466
C 4.162375 0.811407 -2.762415 -1.9859 -0.1881 -4.7958
C -3.054528 0.704644 1.696936 -1.1227 -0.6797 -2.3128
C 3.700426 0.527563 -1.531957 -3.9142 -1.0761 5.2946
C -1.824016 -0.879198 2.672883 -0.9523 -3.8825 -1.3534
C 2.146181 0.170059 -2.939124 -3.3874 -2.1846 -0.3940
N -1.969822 0.036223 3.557966 0.7168 -1.7196 -0.4437
N 3.146934 0.574099 -3.663858 5.2379 2.1860 -1.6856
N -2.564108 -0.588350 1.446365 1.0624 1.7991 3.7214
N 2.384828 0.069525 -1.676136 1.1636 0.4736 3.5372
O -2.531625 -2.779477 0.358189 0.4704 -2.7595 0.5092
O -0.844631 -0.190261 -1.267439 2.2774 -0.1837 0.3744
O 0.192845 -0.098526 0.930570 0.6270 0.0003 -0.2500
S -2.736254 -1.392722 0.054394 -1.5815 1.0574 -1.5877
S 0.228997 -0.674925 -0.384466 -1.5589 0.5348 -0.6690
H -2.846444 1.751979 3.591915 -1.0323 2.4071 0.4671
H 5.106514 1.177609 -2.976850 1.5015 0.6126 -0.9091
H -3.655840 1.267083 0.976927 0.4025 -0.4012 0.3288
H 4.047146 0.753377 -0.470844 -0.1033 -0.5167 -1.8331
H -1.535892 -1.992001 2.842096 -0.0440 2.4146 -0.4273
H 1.168178 -0.219273 -3.392314 1.5096 0.9017 0.6821



# 3
8
Properties=species:S:1:pos:R:3:forces:R:3 method="wB97M-V/def2-TZVPD" e_homo_ev="-9.347 / -8.930" spin_multiplicity=1 relative_energy_kcal_mol=91.7
C 0.910610 -1.538852 0.150676 -1.3807 0.9352 1.7284
C 0.136058 -0.528339 0.557978 1.1749 -1.2153 -1.2595
C -0.955715 1.468160 -1.036179 -0.3470 1.0891 -3.1580
O -1.187004 1.837484 -2.148555 0.7299 -1.7195 3.2568
Br -0.478480 0.135710 2.121440 0.0287 -0.9292 0.7339
Br -0.889518 2.701810 0.465935 -0.1980 1.1626 -0.1227
H 1.267912 -2.388205 0.724832 -0.1625 0.3301 0.8052
H 1.196138 -1.687769 -0.836128 0.1548 0.3471 -1.9842



# 4
12
Properties=species:S:1:pos:R:3:forces:R:3 method="wB97M-V/def2-TZVPD" e_homo_ev=-10.583 spin_multiplicity=1 relative_energy_kcal_mol=63.1
C -0.839582 -1.419068 -0.136580 1.0577 -6.0599 -0.5196
C 1.813569 0.837190 0.227090 -3.6939 3.7347 1.1123
N -0.364918 -2.501238 -0.221360 -1.0505 2.8237 0.2399
N 2.717218 0.200252 -0.086199 3.4359 -3.0457 -1.2828
N -1.201262 -0.215768 -0.014191 1.0192 3.4251 0.3822
N -2.274820 0.388544 -0.142902 -1.2956 1.3541 0.0066
O -3.409147 0.015262 -0.258564 0.6504 -0.0099 -0.0968
O 1.040642 1.712816 0.413072 -0.3666 -0.2650 0.1745
O -2.110788 1.800829 -0.105082 0.5549 -1.3388 0.1639
O 3.231672 -1.035673 0.032417 -0.1353 -1.6156 0.3283
H -1.131214 1.931772 0.041272 -0.7022 -0.2781 -0.1358
H 2.528628 -1.714920 0.251028 0.5260 1.2754 -0.3726



# 5
10
Properties=species:S:1:pos:R:3:forces:R:3 method="wB97M-V/def2-TZVPD" e_homo_ev=-8.913 spin_multiplicity=1 relative_energy_kcal_mol=101.1
C -0.530529 0.722094 0.512674 1.4195 -2.5395 -2.0140
C -0.145406 -0.442158 1.217466 -1.2049 1.4930 0.0695
C -0.301303 0.846419 -0.806616 -0.4567 3.1729 -2.9612
C 0.626586 -1.379010 0.686419 2.3184 -1.6279 0.6837
N 0.358582 -0.182828 -1.428793 0.5255 -1.0441 0.3526
O 0.828632 -0.176575 -2.556141 -0.8461 0.7721 0.9765
O 1.454492 -2.202104 0.649561 -1.5001 0.9290 -0.6006
H -1.011411 1.512011 0.932373 -1.3676 1.8543 1.7281
H -0.632188 -0.528992 2.156253 0.1979 -0.8111 0.8726
H -0.647454 1.831144 -1.363194 0.9141 -2.1988 0.8929



# 6
52
Properties=species:S:1:pos:R:3:forces:R:3 method="wB97M-V/def2-TZVPD" s2=2.10 e_homo_ev="-8.139 / -7.897" spin_multiplicity=3 relative_energy_kcal_mol=6.4
Tc 0.015270 -0.091252 -0.508206 0.1490 -0.3560 -1.0638
N -2.997957 2.675568 -2.360717 0.1236 -0.0151 -0.1590
C -2.261316 1.821993 -1.627493 -0.2471 0.0942 0.0112
S -0.729696 1.322833 -2.290005 -0.0621 0.0284 0.3128
N -2.756722 1.443255 -0.482667 0.3847 -0.1538 -0.1388
N -1.927881 0.560558 0.136882 -0.1358 0.2334 0.0140
C -2.265354 0.217970 1.320933 0.0369 -0.2130 0.3114
C -1.444042 -0.790893 1.962038 0.0494 0.0554 -0.2110
C -1.695561 -1.325911 3.209498 -0.0979 -0.0309 0.1684
C -0.905905 -2.370672 3.656472 -0.0004 -0.0050 0.1003
C 0.087870 -2.872951 2.831960 0.0431 -0.0473 0.0475
C 0.306067 -2.280151 1.605417 -0.1538 0.2143 -0.1179
N -0.426622 -1.236807 1.195033 -0.0858 -0.0559 0.4214
H -2.624687 3.071653 -3.202363 -0.0148 0.0348 -0.0070
H -3.845464 3.045411 -1.968371 -0.0042 0.0009 0.0211
H -3.149443 0.639279 1.781870 0.0012 -0.0202 0.0252
H -2.501437 -0.920586 3.807855 0.0489 -0.0402 -0.0153
H -1.067102 -2.797098 4.638738 -0.0049 0.0193 -0.0462
H 0.707882 -3.703705 3.138485 -0.0217 0.0338 -0.0144
H 1.071646 -2.622426 0.925850 0.0354 0.0110 -0.0033
O 2.224313 -0.317902 1.522810 0.0929 -0.2034 0.1923
C 2.041299 0.738862 2.454432 0.0361 0.0280 -0.1675
C 0.771864 1.537330 2.003074 -0.0869 0.3306 -0.3203
O 0.145839 2.207206 2.806068 0.0117 -0.0268 -0.1464
O 0.540310 1.514838 0.726740 0.2861 -0.2007 0.3746
C 3.199273 1.751686 2.435520 -0.0552 -0.0394 -0.0053
C 4.249699 1.691880 1.527385 -0.0141 -0.0071 -0.0043
C 5.257838 2.651311 1.536503 -0.0426 -0.0118 0.0405
C 5.226703 3.685916 2.455135 -0.0370 -0.0108 0.0117
C 4.180360 3.752227 3.368204 0.0102 0.0021 -0.0019
C 3.179898 2.795272 3.358162 -0.0156 0.0519 0.0692
C 1.941312 0.090293 3.840729 -0.0833 -0.0808 0.0386
C 1.126290 0.565590 4.865534 -0.0571 -0.0776 0.0951
C 1.093597 -0.082156 6.098935 0.0341 -0.0065 -0.0661
C 1.879404 -1.200346 6.334685 -0.0018 0.0392 -0.0403
C 2.712895 -1.665881 5.324650 -0.0195 0.0143 -0.0282
C 2.740252 -1.026585 4.093903 0.0010 -0.0030 0.0067
H 2.918697 -0.117570 0.894262 0.0590 0.2074 -0.1954
H 4.331198 0.909583 0.781254 -0.0298 -0.0181 -0.0081
H 6.064929 2.582305 0.817810 -0.0257 -0.0026 0.0132
H 6.007199 4.436676 2.458941 -0.0215 -0.0262 0.0123
H 4.141435 4.556394 4.093229 0.0017 -0.0265 -0.0298
H 2.363163 2.862121 4.067239 0.0485 0.0029 -0.0574
H 0.503415 1.431453 4.690897 0.0580 -0.0775 0.0345
H 0.448807 0.301909 6.881532 0.0218 -0.0143 -0.0374
H 1.854581 -1.696739 7.297538 -0.0002 0.0146 -0.0288
H 3.345971 -2.529941 5.495065 -0.0308 0.0492 -0.0147
H 3.385111 -1.404172 3.311381 -0.0089 0.0092 0.0044
S 2.473799 -3.543942 -2.678817 0.0381 -0.0074 -0.0555
Sb 1.113519 -1.833594 -3.288106 -0.0573 -0.0227 0.2208
S 1.900668 -0.048525 -1.733855 -0.2386 0.1645 0.3921
S -0.655186 -2.026167 -1.613446 0.0833 0.1611 0.0449